ORCA calculation (ωB97M-V/def2-TZVPD) on a structure of composition C14H18N4O2Pd at a distorted geometry.

The spin multiplicity is 5. Its HOMO energy (spin up / spin down) is -21.43 / -20.68 eV. Its total charge is +4. The value obtained for the HOMO-LUMO gap (spin up / spin down) is 0.3304 / 0.0691 Eh. The calculation puts the lowest unoccupied orbital energy (spin up / spin down) at -12.4 / -18.8 eV.

Atoms and positions in Å:
N  4.554  -0.581  0.967
C  4.754  -1.679  1.301
C  5.025  -3.044  1.726
H  6.017  -3.357  1.374
H  4.271  -3.726  1.311
H  5.003  -3.111  2.822
N  -3.989  -0.238  3.538
C  -4.567  -0.897  2.771
C  -5.301  -1.722  1.826
H  -4.645  -2.494  1.401
H  -5.701  -1.104  1.010
H  -6.140  -2.216  2.336
N  2.088  4.049  -1.042
C  1.462  4.721  -1.758
C  0.692  5.574  -2.653
H  -0.036  6.167  -2.082
H  0.156  4.963  -3.391
H  1.364  6.261  -3.185
Pd  -0.367  -0.164  0.092
C  -1.630  1.355  0.624
O  -2.278  2.176  1.093
C  -0.301  -1.141  1.890
O  -0.235  -1.496  2.978
C  -0.020  -2.173  -0.849
C  0.754  -1.303  -1.624
C  0.166  -0.163  -2.170
C  -1.201  0.072  -1.982
C  -2.004  -0.897  -1.364
C  -1.410  -2.012  -0.779
H  0.464  -2.985  -0.305
H  1.829  -1.469  -1.712
H  0.771  0.583  -2.686
H  -1.637  1.013  -2.322
H  -3.073  -0.719  -1.247
H  -2.010  -2.709  -0.187
N  1.558  0.967  0.502
H  2.406  0.375  0.483
H  1.499  1.367  1.442
H  1.708  1.756  -0.147


ORCA calculation (ωB97M-V/def2-TZVPD) on a structure of composition C14H18N4O2S at a distorted geometry.

The spin multiplicity is 1. Its HOMO energy is -7.80 eV. For the energy above the lowest of the compared OMol25 structures with the same formula, charge and spin, the calculation gives 1787.5 kJ/mol. The value obtained for the HOMO-LUMO gap is 0.2996 Eh. The calculation puts the lowest unoccupied orbital energy at 0.4 eV.

Atoms and positions in Å:
C  -5.439  0.167  -1.246
C  -4.175  0.780  -1.364
C  -2.933  0.391  -0.697
H  -2.368  -0.191  -1.438
H  -3.316  -0.628  -0.065
O  -2.510  1.337  -0.032
C  -1.249  1.233  0.487
C  -0.538  2.611  0.293
C  0.746  2.720  0.721
C  1.547  1.507  1.142
C  0.810  0.519  1.109
C  -0.555  0.293  0.579
O  -1.082  -1.187  0.505
C  -0.368  -2.109  0.903
C  -1.348  -3.375  0.485
H  -0.893  -4.331  0.915
H  -1.659  -3.495  -0.360
H  -2.230  -3.343  1.360
H  0.070  -2.112  1.842
H  0.452  -2.221  0.314
H  1.374  -0.568  1.289
C  2.866  1.705  1.586
N  3.766  1.529  0.254
N  3.426  0.261  -0.243
C  3.900  -0.855  -0.275
N  3.516  -1.926  -0.816
N  2.700  -1.480  -1.733
C  2.719  0.209  -1.558
S  1.865  1.198  -2.270
H  2.264  -1.830  -2.404
H  4.545  -1.096  0.761
H  3.488  2.115  -0.605
H  3.311  2.623  1.844
H  3.266  0.706  2.115
H  1.244  3.596  0.856
H  -1.042  3.669  0.182
H  -4.173  1.721  -2.076
H  -6.351  0.562  -1.592
H  -5.646  -0.707  -0.766


ORCA calculation (ωB97M-V/def2-TZVPD) on a structure of composition C14H18N7OS6V.

The spin multiplicity is 3. Its HOMO energy (spin up / spin down) is -6.29 / -6.30 eV. For the energy above the lowest of the compared OMol25 structures with the same formula, charge and spin, the calculation gives 134.6 kJ/mol. The value obtained for the HOMO-LUMO gap (spin up / spin down) is 0.1990 / 0.1879 Eh. The calculation puts the lowest unoccupied orbital energy (spin up / spin down) at -0.9 / -1.2 eV.

Atoms and positions in Å:
V  0.539  -0.895  0.970
N  -0.828  1.125  4.506
C  -0.059  0.560  3.561
S  -0.376  -1.097  3.134
N  0.912  1.295  3.051
N  1.557  0.584  2.094
C  2.801  0.777  1.879
C  3.412  -0.106  0.891
C  4.742  -0.021  0.516
C  5.228  -0.918  -0.421
C  4.376  -1.872  -0.950
C  3.060  -1.904  -0.521
N  2.586  -1.042  0.381
H  -1.527  0.575  4.970
H  -0.570  2.024  4.875
H  3.376  1.508  2.438
H  5.377  0.737  0.954
H  6.263  -0.871  -0.734
H  4.712  -2.588  -1.685
H  2.356  -2.633  -0.899
S  -3.960  -1.489  1.559
S  -3.230  -3.183  0.665
S  -1.521  -3.820  1.577
S  0.077  -3.094  0.436
S  0.655  -0.797  -2.281
C  -1.013  -0.590  -2.472
N  -1.881  -1.371  -1.772
C  -3.225  -1.308  -1.865
C  -3.813  -0.417  -2.714
C  -2.975  0.429  -3.460
C  -1.613  0.353  -3.339
H  -1.484  -2.038  -1.106
H  -3.766  -1.979  -1.211
H  -4.888  -0.372  -2.789
H  -3.408  1.151  -4.142
H  -0.954  0.991  -3.910
C  0.500  2.693  -0.583
N  -0.931  2.551  -0.360
C  -1.471  1.411  0.097
N  -2.782  1.305  0.293
O  -0.738  0.416  0.334
H  0.679  3.680  -1.003
H  0.860  1.933  -1.277
H  1.045  2.613  0.358
H  -1.540  3.322  -0.563
H  -3.417  2.013  -0.031
H  -3.145  0.362  0.549


ORCA calculation (ωB97M-V/def2-TZVPD) on an isolated molecule of C14H19B at a distorted geometry.

The spin multiplicity is 1. Its HOMO energy is -7.32 eV. For the energy above the lowest of the compared OMol25 structures with the same formula, charge and spin, the calculation gives 458.7 kJ/mol. The value obtained for the HOMO-LUMO gap is 0.2826 Eh. The calculation puts the lowest unoccupied orbital energy at 0.4 eV. Its SMILES is [H]/B=C1\C(C)=CC=C[C@@H]1[C@@H](C)C=C=C(C)C.

Atoms and positions in Å:
B  1.396  -1.876  0.950
C  2.059  1.732  -0.181
C  3.372  1.673  -0.142
C  1.200  0.483  -0.228
C  4.067  0.394  -0.197
C  1.936  -0.678  0.330
C  3.373  -0.728  -0.003
C  -0.984  -0.378  0.661
C  -0.108  0.861  0.601
C  -2.219  -0.231  0.158
C  -3.446  -0.352  -0.269
C  3.999  -2.167  -0.120
C  -1.031  2.040  0.156
C  -3.922  -0.535  -1.660
C  -4.559  -0.243  0.767
H  1.039  -2.676  1.717
H  1.550  2.751  0.014
H  4.056  2.530  -0.083
H  1.104  0.209  -1.232
H  5.179  0.510  -0.340
H  -0.505  -1.199  1.057
H  0.256  1.073  1.641
H  3.990  -2.771  0.762
H  3.599  -2.708  -0.912
H  5.104  -1.933  -0.492
H  -0.598  2.994  0.134
H  -1.984  2.098  0.770
H  -1.403  1.789  -0.784
H  -4.123  -1.557  -1.960
H  -4.820  0.023  -1.754
H  -3.084  -0.427  -2.456
H  -4.580  -1.164  1.242
H  -4.325  0.461  1.534
H  -5.589  0.003  0.321


ORCA calculation (ωB97M-V/def2-TZVPD) on the ion C14H19BrClN3OP with charge +1.

The spin multiplicity is 1. Its HOMO energy is -12.95 eV. Its total charge is +1. For the energy above the lowest of the compared OMol25 structures with the same formula, charge and spin, the calculation gives 0.0 kJ/mol. The value obtained for the HOMO-LUMO gap is 0.3337 Eh. The calculation puts the lowest unoccupied orbital energy at -3.9 eV. Its SMILES is CC[C@@H](Br)n1cc(-c2ccncc2)[n+](C[C@H](C)Cl)c1[PH2]=O.

Atoms and positions in Å:
C  2.318  4.502  1.538
C  1.781  3.383  0.622
C  0.798  2.495  1.341
Br  -0.671  3.596  1.996
N  0.212  1.372  0.541
C  -1.017  0.842  0.808
C  -1.213  -0.224  0.006
C  -2.390  -1.104  -0.002
C  -2.913  -1.500  1.223
C  -4.040  -2.307  1.241
N  -4.646  -2.735  0.142
C  -4.149  -2.349  -1.025
C  -3.034  -1.536  -1.152
N  -0.074  -0.340  -0.756
C  0.166  -1.467  -1.665
C  0.634  -2.697  -0.886
C  2.087  -2.639  -0.443
Cl  0.321  -4.106  -1.921
C  0.795  0.625  -0.420
P  2.496  0.787  -1.091
O  3.523  0.643  -0.048
H  2.084  4.324  2.585
H  3.403  4.548  1.460
H  1.930  5.472  1.241
H  2.642  2.798  0.317
H  1.278  3.824  -0.240
H  1.241  2.056  2.233
H  -1.702  1.237  1.533
H  -2.447  -1.215  2.156
H  -4.459  -2.622  2.189
H  -4.659  -2.697  -1.914
H  -2.728  -1.225  -2.142
H  0.881  -1.182  -2.429
H  -0.767  -1.702  -2.162
H  -0.008  -2.794  -0.010
H  2.727  -2.177  -1.197
H  2.468  -3.643  -0.271
H  2.193  -2.087  0.492
H  2.498  -0.160  -2.115
H  2.440  2.002  -1.777